Record 1
10
Properties=species:S:1:pos:R:3 method="wB97M-V/def2-TZVPD" de_lowest_kj_mol=400.4 lumo_ev=-1.06 smiles="O=C(O)C[N+](=O)[O-]" multiplicity=1 e_tot_ev=-11799.1576 homo_ev=-10.859
O 2.297 -0.614 -0.068
C 1.272 0.134 -0.006
O 1.223 1.418 -0.013
C -0.061 -0.673 0.002
N -1.323 0.115 0.014
O -2.329 -0.542 -0.092
O -1.288 1.355 -0.019
H 0.313 1.649 -0.168
H -0.182 -1.322 1.060
H 0.078 -1.519 -0.710

Record 2
12
Properties=species:S:1:pos:R:3 method="wB97M-V/def2-TZVPD" de_lowest_kj_mol=145.4 lumo_ev=0.72 smiles="C=C1NC(=O)CO1" multiplicity=1 e_tot_ev=-9812.8081 homo_ev=-8.696
C 0.816 1.721 -1.003
C 0.390 0.590 -0.438
N -0.922 0.099 -0.315
C -0.997 -0.972 0.476
O -1.995 -1.634 0.729
C 0.361 -1.207 0.949
O 1.150 -0.212 0.269
H 0.215 2.289 -1.739
H 1.749 2.323 -0.589
H -1.700 0.460 -0.990
H 0.569 -2.157 0.583
H 0.366 -1.299 2.068

Record 3
25
Properties=species:S:1:pos:R:3 method="wB97M-V/def2-TZVPD" de_lowest_kj_mol=284.7 lumo_ev=-17.17 multiplicity=1 e_tot_ev=-23048.7958 total_charge=+3 homo_ev=-19.359
Tl -0.065 -1.621 -0.676
C 3.247 0.671 -0.431
O 2.246 0.011 -0.226
N 4.441 0.306 -0.920
N 3.214 1.925 -0.061
H 5.209 0.944 -1.070
H 4.563 -0.581 -1.387
H 3.993 2.516 -0.316
H 2.333 2.229 0.328
C -0.863 2.203 -1.649
O -0.408 1.321 -0.922
N -1.285 2.129 -2.887
N -0.854 3.405 -1.256
H -1.250 1.165 -3.188
H -1.915 2.815 -3.278
H -1.172 4.143 -1.868
H -0.349 3.612 -0.406
C -2.298 -2.978 2.271
O -1.583 -2.188 1.728
N -3.141 -2.737 3.213
N -2.391 -4.310 2.019
H -3.442 -3.651 3.522
H -3.039 -1.914 3.789
H -3.110 -4.773 2.555
H -2.081 -4.640 1.116

Record 4
10
Properties=species:S:1:pos:R:3 method="wB97M-V/def2-TZVPD" de_lowest_kj_mol=360.3 lumo_ev=1.00 smiles=C#CNNN multiplicity=1 e_tot_ev=-6621.2032 homo_ev=-8.455
C 2.657 -0.340 -0.021
C 1.539 0.086 -0.117
N 0.293 0.559 -0.188
N -0.726 -0.184 0.416
N -1.832 -0.299 -0.455
H 3.628 -0.730 -0.044
H 0.197 1.570 -0.241
H -0.978 0.192 1.337
H -2.570 0.383 -0.288
H -2.207 -1.238 -0.399